Entry 1:
Molecular formula: C3H4LiO4Sr
Method: DFT, ωB97M-V/def2-TZVPD

Summary:
- total charge = +1
- 2S+1 = 1
- ΔE to the lowest compared entry with this formula, charge and spin (kJ/mol) = 402.84
- HOMO (eV) = -9.06

```
13
Properties=species:S:1:pos:R:3:forces:R:3:lowdin_charge:R:1
O 0.394755 0.857588 0.371130 -1.5 -0.2 1.5 -0.061
H 1.330186 -0.031716 -1.200160 0.0 0.3 -0.3 0.163
Li -1.705851 -2.945882 1.440398 -0.2 -0.1 -0.1 0.312
Sr -3.902009 -5.955832 1.941187 0.2 0.2 0.0 0.653
H 1.745838 2.158040 -2.505458 -0.2 0.0 0.3 0.125
O 0.264307 -0.369827 2.161763 0.5 2.4 0.4 0.089
O -1.122811 -1.282818 0.682109 -1.5 1.4 0.0 0.041
H 0.810398 3.086199 -1.192424 0.1 -0.3 -0.1 0.127
C -0.540287 -0.366653 1.187433 5.4 -1.0 -1.8 -0.378
C 0.799698 0.893030 -0.964449 -0.2 -1.4 -0.2 -0.375
H 1.038128 0.512645 1.674238 -2.6 -1.7 0.1 0.316
O -0.133376 1.307794 -1.907636 0.1 0.1 0.1 0.023
C 1.021025 2.137432 -1.688132 0.0 0.4 0.1 -0.035
```
Positions in Å, forces in eV/Å.



Entry 2:
Molecular formula: C4H7N3O2S
Method: DFT, ωB97M-V/def2-TZVPD

Summary:
- 2S+1 = 1
- ΔE to the lowest compared entry with this formula, charge and spin (kJ/mol) = 196.61
- HOMO (eV) = -8.85

```
17
Properties=species:S:1:pos:R:3:forces:R:3:lowdin_charge:R:1
H 1.791579 1.131051 -1.141244 0.4 0.6 0.1 0.076
N -2.361153 0.503801 1.114395 0.3 -0.2 0.7 -0.344
H -0.314193 1.465910 -1.377393 -1.1 -1.0 0.8 0.109
H -1.141719 -0.606513 2.390532 0.2 0.7 -1.6 0.147
C -0.162112 -1.489768 -0.342629 1.5 -1.3 0.8 -0.436
S -2.455670 1.130939 -0.362169 -0.4 1.0 -1.8 0.911
C 2.073521 0.684380 -0.187113 -0.2 -1.1 -1.0 -0.064
H 2.350522 -0.347178 -0.499518 0.1 0.3 0.5 0.095
H 1.043373 0.367732 1.514083 0.9 -1.3 3.7 0.073
O -1.124560 -1.799145 -1.252280 1.1 -1.6 1.1 0.098
H 2.918600 1.164610 0.275717 0.1 0.3 0.1 0.083
H -1.775261 -1.112862 -1.364523 0.0 0.8 -0.3 0.054
C -0.146719 0.020920 0.064285 -4.4 -3.1 1.5 -0.512
O 0.559567 -2.343583 0.165126 -1.3 1.6 -1.1 0.088
N -0.847387 0.617367 -1.034254 0.0 2.9 0.2 -0.239
N 0.878588 0.692646 0.649246 1.8 2.0 -3.4 -0.018
C -1.286981 -0.080313 1.387744 1.0 -0.6 -0.5 -0.121
```
Positions in Å, forces in eV/Å.



Entry 3:
Molecular formula: C13H15N3O3
Method: DFT, ωB97M-V/def2-TZVPD

Summary:
- 2S+1 = 1
- ΔE to the lowest compared entry with this formula, charge and spin (kJ/mol) = 130.13
- SMILES = NCC(=O)N[C@@H](Cc1c[nH]c2ccccc12)C(=O)O
- HOMO (eV) = -8.30

```
34
Properties=species:S:1:pos:R:3:forces:R:3:lowdin_charge:R:1
C 2.003580 0.739109 -1.771682 0.4 -0.7 2.3 -0.063
H -0.881288 -0.073140 0.580720 0.5 -0.7 0.2 0.142
H 2.677288 0.324129 0.947825 0.1 -0.5 0.2 0.123
O -2.226339 -1.723603 -0.411320 0.3 0.4 0.5 0.075
N -0.504652 -0.989720 0.895911 -1.8 2.9 -0.4 0.086
H 1.789519 1.561722 -3.704249 0.3 -0.3 -0.2 0.152
H -0.178993 -3.740467 0.223723 0.2 -0.5 -0.9 0.112
C -0.555803 2.954799 -3.017270 0.6 -0.4 1.7 0.005
H -2.695387 -3.899560 -0.173868 0.3 -0.4 0.7 0.072
C 0.249039 1.864454 -0.937417 0.6 -0.3 1.7 -0.157
H -2.257666 3.981895 -0.247381 -0.3 -0.2 -0.3 0.102
C -0.718472 2.541152 -0.179375 -0.6 0.4 -2.2 -0.029
H 1.375303 -1.730427 0.409019 -0.4 0.6 1.2 0.176
H -0.869996 2.434968 0.846465 0.1 -0.3 1.6 0.086
C -1.597801 3.373456 -0.859946 0.4 0.1 0.9 -0.097
C -1.555082 3.546815 -2.244335 0.5 0.2 -1.1 -0.099
O 0.535110 -1.050153 3.561193 0.1 -0.5 0.9 0.161
N -2.216383 -4.241841 0.680918 -0.3 1.0 0.6 0.003
C 0.902927 -0.988504 1.137038 1.7 -2.4 -1.1 -0.251
H -0.465339 3.043920 -4.094870 -0.1 0.2 0.2 0.105
C 1.301398 -1.441863 2.568778 3.1 0.2 -1.3 -0.505
H -2.269240 4.215896 -2.724990 0.1 -0.3 0.1 0.102
H 2.847453 0.107322 -1.951329 0.4 -0.2 0.0 0.123
C -1.308588 -1.961705 0.350030 0.2 -1.0 -0.2 -0.462
C 1.302192 0.915375 -0.581300 0.0 0.2 -0.5 -0.133
H -0.550211 -3.374311 1.785932 -0.7 -0.1 0.1 0.118
H -2.851026 -3.950686 1.467564 0.7 -0.5 -1.1 0.092
O 2.410125 -1.912490 2.746074 -1.4 0.1 0.0 0.102
C 1.602149 0.361865 0.820874 -1.5 1.1 0.1 -0.063
H 1.210403 1.059121 1.627714 0.5 -0.3 -1.1 0.142
N 1.528108 1.523527 -2.742912 -1.9 1.0 -0.5 0.081
H -0.264544 -0.746926 3.161216 -1.5 0.5 -0.3 0.094
C -1.021564 -3.386344 0.790977 -0.1 0.2 0.6 -0.198
C 0.393200 2.186852 -2.269454 -0.4 0.3 -2.2 -0.195
```
Positions in Å, forces in eV/Å.



Entry 4:
Molecular formula: C29H40FO11PS
Method: DFT, ωB97M-V/def2-TZVPD

Summary:
- 2S+1 = 1
- SMILES = CC(=O)OCCC[C@]1(COc2ccccc2)[C@@H](C[C@H](C)OCc2ccccc2)[C@@H](CCCS(=O)(=O)O)O[C@@]1(F)P(=O)(O)O
- HOMO (eV) = -8.75

```
83
Properties=species:S:1:pos:R:3:forces:R:3:lowdin_charge:R:1
H -0.900736 5.021611 -0.277376 1.3 -1.2 -0.5 0.142
P -2.857143 1.534903 2.843527 -3.9 -3.0 0.8 0.734
H -2.571719 1.322585 -4.192657 -0.4 0.5 1.7 0.087
H 1.560270 1.453085 2.955404 -0.6 -0.8 -1.2 0.123
H 1.009780 -1.363122 6.891629 -0.1 -0.9 -1.5 0.089
C -2.529851 -2.811839 -2.948552 -0.5 -2.5 0.8 -0.129
C 0.165082 3.972359 -1.998485 -0.1 1.0 -0.5 -0.189
O -2.747119 0.980957 4.475920 0.0 1.1 -2.5 -0.196
C -0.603274 -0.675927 1.428570 -1.3 -0.7 -1.9 -0.119
C -1.622603 0.827125 -2.174182 -1.4 1.9 0.9 -0.328
H 2.157641 2.853375 -1.521752 -0.8 0.4 -1.3 0.096
H -0.513162 -0.267322 5.079256 0.8 -1.8 -0.6 0.095
H -0.605144 1.014899 -2.677577 -1.2 -0.6 0.7 0.132
C -1.450445 -3.620519 -3.722501 -3.0 -1.2 2.4 -0.032
O -3.605742 0.452150 2.072882 2.1 2.5 0.9 -0.306
C 1.503533 -3.299565 5.606326 -2.3 2.1 -2.4 -0.084
H -3.761226 -0.974700 -2.998511 1.9 0.0 0.1 0.129
H -4.238799 2.918330 3.787531 0.4 0.2 -1.0 0.089
H 2.151094 -3.768782 6.423034 -1.0 0.5 -1.6 0.086
H 1.590046 -0.305249 2.463096 -0.7 1.7 -0.6 0.120
H -2.221556 -0.931307 -4.075989 -0.5 -0.1 1.7 0.129
H 0.082547 -3.847764 2.146489 0.4 0.7 1.5 0.102
O -1.315556 3.119635 1.463250 1.1 -2.1 -0.6 -0.094
F -0.567369 2.573051 3.497968 0.0 -1.9 -1.3 -0.037
H 3.248126 0.342733 -0.982152 -0.7 -1.1 1.3 0.133
C 1.526695 3.218276 -2.396301 -0.5 0.1 -0.6 -0.206
H 0.189176 4.989224 -2.553334 -0.1 -1.6 0.9 0.123
H 0.923107 4.913118 -0.128411 -1.5 -1.0 -0.5 0.135
O -1.898265 -0.576359 -1.944801 -0.2 0.6 -1.6 -0.150
O 3.459159 -1.247163 0.464296 1.7 0.4 -1.7 -0.056
H 1.710888 -4.992976 4.068173 -1.0 1.9 0.0 0.088
H 3.315327 2.732882 -4.561680 0.5 0.7 0.3 0.089
H 6.100545 -1.524297 1.121010 -0.2 -0.9 -1.3 0.084
H -3.815859 1.271938 -2.799094 1.8 0.4 -0.3 0.102
C 0.874693 -1.917695 5.910013 -1.2 -1.9 -3.9 -0.069
H -2.119260 2.601423 -0.914659 0.9 -1.7 0.8 0.123
C -0.154687 3.074070 0.547805 1.7 0.5 0.9 -0.252
C 1.219290 -3.963704 4.225387 -1.0 2.5 1.2 -0.064
O 4.371633 -1.800403 -1.666327 -0.6 0.9 4.2 0.045
C -0.267033 1.564770 0.042121 -1.2 1.1 0.0 -0.129
C -0.029526 -1.285180 4.832183 1.1 -2.3 -0.2 0.002
O 3.337773 5.329319 -2.404239 -1.7 -3.0 -2.1 -0.326
C -1.711714 1.541490 -0.706556 0.0 -0.7 -1.0 -0.067
H -1.357836 -0.821399 0.561113 1.0 0.3 1.5 0.138
H 0.273418 -1.381495 1.157652 -1.1 1.6 0.4 0.137
C -1.458728 -5.162483 -3.621003 -2.3 2.1 1.6 -0.079
C -0.008124 4.307415 -0.449296 -0.3 0.4 0.1 -0.098
H -4.438512 -5.627287 -1.359763 1.4 0.8 -1.0 0.085
C 5.853682 -2.214590 0.243808 -1.8 0.0 1.2 0.002
H 6.697335 -2.299045 -0.513737 -1.5 0.2 0.9 0.092
S 2.619960 4.412936 -3.349020 1.1 3.6 -0.9 0.717
C -0.184396 0.870857 1.516472 1.1 -1.2 -0.6 -0.196
H -2.705853 2.718093 -2.990897 0.2 -1.5 0.0 0.076
C -0.350201 -1.954217 3.442328 2.4 -1.1 3.4 -0.209
H 5.589137 -3.238376 0.714631 0.7 1.5 -0.8 0.098
H 0.698293 3.271915 1.308710 -0.9 -0.9 -1.4 0.155
O -3.815060 2.943682 2.889991 2.1 -2.2 1.5 -0.151
H 3.478337 1.111670 1.550834 -1.6 0.0 -0.9 0.133
C -3.621118 -3.528799 -2.072134 2.5 -2.4 -1.9 -0.018
H -0.719492 3.408606 -2.463982 1.4 0.8 0.9 0.092
C -1.107140 1.926887 2.290418 -0.6 3.2 0.7 -0.321
C 0.296048 -3.322130 3.130794 0.5 1.9 3.3 0.006
H 1.692682 -0.523612 -0.511422 1.5 0.3 0.7 0.126
C 2.475373 1.067819 0.970777 1.0 -1.4 0.8 -0.135
C -2.625726 -1.194668 -3.027230 -0.4 -2.4 -1.1 -0.201
H -2.514275 0.956754 -0.146805 1.0 0.9 -0.6 0.119
C -3.636801 -5.094673 -1.973535 2.9 2.5 -2.5 -0.063
H -4.414508 -2.912209 -1.518975 1.4 -1.0 -1.0 0.099
H -2.898894 0.008673 4.439614 0.0 0.8 -0.3 0.073
C -2.737445 1.582003 -3.079879 -0.3 -0.6 -0.7 -0.075
H 0.408623 1.167043 -0.782526 -0.2 0.7 1.7 0.125
H 2.378963 2.084224 0.460802 -0.1 -1.6 0.6 0.092
O 1.893754 5.111361 -4.460826 1.3 -2.5 2.8 -0.336
O 3.798580 3.447486 -4.077090 -2.1 0.2 1.0 -0.200
H 1.249636 2.401987 -3.153354 0.7 1.0 1.2 0.106
O -1.235963 -1.222336 2.609441 1.9 -0.9 0.7 -0.131
C 4.465258 -1.707674 -0.421739 1.4 -1.1 -2.6 -0.410
C 1.351589 0.753690 2.075763 0.9 0.9 0.0 -0.098
H -0.712135 -3.011618 -4.345162 -1.0 -1.2 1.0 0.096
C 2.694252 -0.148082 -0.091339 -1.0 2.1 -1.2 -0.178
H -0.653813 -5.748751 -4.182154 -1.5 0.8 1.0 0.088
H -2.565673 -7.015623 -2.699433 0.2 1.9 -0.2 0.084
C -2.541846 -5.873471 -2.772577 -0.3 3.0 0.2 -0.084
```
Positions in Å, forces in eV/Å.



Entry 5:
Molecular formula: C3H4N2O
Method: DFT, ωB97M-V/def2-TZVPD

Summary:
- 2S+1 = 1
- ΔE to the lowest compared entry with this formula, charge and spin (kJ/mol) = 43.03
- SMILES = Oc1c[nH]cn1
- HOMO (eV) = -8.29

```
10
Properties=species:S:1:pos:R:3:forces:R:3:lowdin_charge:R:1
H 0.098681 -1.471468 -1.757544 0.0 0.1 0.1 0.146
N 0.082058 -0.888555 -0.936793 0.0 0.0 0.1 0.034
N 0.134517 -0.298618 1.190820 0.0 0.0 -0.2 0.109
H -0.259389 1.074867 -1.803686 0.0 -0.1 0.1 0.112
H -0.259941 1.905492 1.908539 0.1 0.1 -0.1 0.107
O -0.213959 2.033246 0.951498 0.0 -0.1 0.2 0.056
H 0.382497 -2.337561 0.607016 0.0 0.2 0.0 0.117
C -0.113132 0.482105 -0.915654 0.0 0.1 0.1 -0.043
C 0.220750 -1.300882 0.342676 0.0 -0.1 0.0 -0.206
C -0.072082 0.801374 0.413128 0.0 -0.1 -0.2 -0.432
```
Positions in Å, forces in eV/Å.



Entry 6:
Molecular formula: C3H3NO2
Method: DFT, ωB97M-V/def2-TZVPD

Summary:
- 2S+1 = 1
- ΔE to the lowest compared entry with this formula, charge and spin (kJ/mol) = 278.97
- SMILES = Oc1cocn1
- HOMO (eV) = -8.94

```
9
Properties=species:S:1:pos:R:3:forces:R:3:lowdin_charge:R:1
O -1.257434 0.759767 -0.123371 -0.3 0.4 -0.1 0.027
O 2.060842 -0.381587 0.100583 -0.7 -1.5 0.2 0.004
C -1.195316 -0.550688 0.034102 -0.2 0.1 0.0 -0.170
C 0.064119 1.225904 -0.144382 0.2 -0.1 0.0 -0.001
C 0.849392 0.133150 0.006376 -1.0 -0.2 0.0 -0.437
H 0.178148 2.288621 -0.268035 0.1 -0.2 0.0 0.119
H -2.097563 -1.139286 0.080147 -0.1 0.2 0.0 0.145
H 1.388482 -1.363604 0.199495 3.1 1.3 -0.1 0.205
N 0.009329 -0.972274 0.115083 -1.2 -0.1 0.0 0.107
```
Positions in Å, forces in eV/Å.



How do the records compare in strongest force on any atom? In the order shown, they have 5.74 5.55 3.44 4.93 0.22 3.40 eV Å⁻¹.
How do the records compare in calculated total energy? In the order shown, they have -12395.353 -23659.610 -24337.490 -76074.107 -8203.439 -8742.240 eV.
How do the records compare in gap between HOMO and LUMO? In the order shown, they have 0.183 0.346 0.324 0.321 0.339 0.361 hartree.